(1)
116
Properties=species:S:1:pos:R:3 method="wB97M-V/def2-TZVPD" e_tot_ha=-12086.2769 multiplicity=2 relative_energy_kj_mol=0.0 total_charge=-1 homo_ev="-4.08 / -4.08"
Ti 0.8278 1.5021 -1.0801
O -1.4190 0.8601 -7.5287
C -0.9440 -0.0992 -6.8897
O -0.7874 -1.2984 -7.1811
C -0.4498 0.2735 -5.4847
C -0.2126 -0.7078 -4.5225
C 0.2501 -0.3395 -3.2829
N 0.4564 0.9596 -2.9882
C 0.3252 1.9144 -3.9292
C -0.1464 1.5931 -5.1841
C 0.7652 3.2631 -3.4721
C 0.7569 4.3842 -4.2895
C 1.2486 5.5758 -3.7958
C 1.7412 5.6122 -2.5024
C 1.7163 4.4621 -1.7498
N 1.2331 3.3046 -2.2185
C 0.8034 -1.2453 -2.2338
C 0.7088 -2.6200 -2.2438
C 1.5021 -3.3553 -1.3695
C 2.3642 -2.6877 -0.5319
C 2.3520 -1.2997 -0.5249
N 1.5753 -0.5911 -1.3400
H -0.3622 -1.7422 -4.8032
H -0.3025 2.3310 -5.9605
H 0.3824 4.3086 -5.3015
H 1.2488 6.4644 -4.4148
H 2.1548 6.5182 -2.0813
H 2.0955 4.4361 -0.7406
H 0.0425 -3.1061 -2.9451
H 1.4563 -4.4382 -1.3709
H 3.0460 -3.2207 0.1197
H 3.0200 -0.7334 0.1153
Se -5.4239 -1.6700 0.9507
P -3.4915 -1.8747 1.7756
C -3.5136 -1.2932 3.5008
C -3.7798 0.0656 3.6757
C -3.8865 0.5974 4.9501
C -3.7126 -0.2179 6.0630
C -3.4491 -1.5682 5.8963
C -3.3650 -2.1094 4.6176
C -2.9488 -3.5988 1.7002
C -3.6872 -4.5778 2.3671
C -3.3026 -5.9094 2.2912
C -2.1983 -6.2729 1.5264
C -1.4940 -5.3076 0.8231
C -1.8667 -3.9719 0.9087
C -2.2084 -0.8909 0.9181
C -0.8385 -0.5620 1.0009
N -0.6358 0.2969 -0.0363
N -1.7860 0.4938 -0.6656
N -2.7365 -0.1952 -0.1179
P 0.6981 -0.6806 2.0444
Se 2.2926 1.9150 0.6254
C 0.7453 -2.2604 2.9801
C 2.0022 -2.8670 3.0341
C 2.1967 -4.0395 3.7616
C 1.1348 -4.6104 4.4514
C -0.1110 -3.9905 4.4371
C -0.2896 -2.8195 3.7157
C 0.2287 0.4720 3.4145
C 0.7500 0.2947 4.6984
C 0.4606 1.2026 5.7094
C -0.3317 2.3141 5.4474
C -0.8044 2.5272 4.1605
C -0.5239 1.6140 3.1494
H -3.9096 0.6990 2.8055
H -4.1033 1.6511 5.0778
H -3.7854 0.2012 7.0598
H -3.3061 -2.2066 6.7601
H -3.1731 -3.1680 4.4994
H -4.5691 -4.2922 2.9282
H -3.8659 -6.6645 2.8261
H -1.8919 -7.3112 1.4769
H -0.6423 -5.5901 0.2153
H -1.3069 -3.2192 0.3672
H 2.8384 -2.3815 2.5380
H 3.1802 -4.4930 3.8034
H 1.2812 -5.5225 5.0191
H -0.9401 -4.4207 4.9889
H -1.2313 -2.3042 3.7518
H 1.3989 -0.5483 4.9070
H 0.8740 1.0519 6.6999
H -0.5653 3.0169 6.2388
H -1.3814 3.4162 3.9299
H -0.8854 1.8057 2.1456
Te 4.1500 0.9723 2.0440
C 6.1314 -0.6723 -1.7384
C 5.8328 0.8241 -1.7935
S 4.1331 1.1904 -2.2257
O 4.0899 2.7076 -2.2495
C 4.1700 0.7409 -3.9951
C 4.9071 1.7609 -4.8501
H 7.1021 -0.8421 -1.2701
H 6.1549 -1.1272 -2.7309
H 5.3812 -1.1921 -1.1361
H 6.4670 1.3648 -2.5005
H 5.9238 1.2707 -0.8015
H 3.1129 0.6905 -4.2710
H 4.5940 -0.2647 -4.0625
H 4.6843 2.7634 -4.4865
H 4.5841 1.6874 -5.8897
H 5.9883 1.6178 -4.8133
C -2.7481 4.8542 -2.0161
As -2.4805 3.0561 -1.3486
C -2.8071 2.1369 -3.0030
C -4.0612 2.7973 -0.2916
S -0.7773 3.3332 -0.0314
H -3.6457 4.9180 -2.6331
H -1.8781 5.1250 -2.6123
H -2.8193 5.5401 -1.1764
H -3.8855 2.2395 -3.1329
H -2.5413 1.0883 -2.9583
H -2.2991 2.6421 -3.8186
H -4.9210 3.1728 -0.8470
H -3.9361 3.3618 0.6275
H -4.1946 1.7386 -0.0756



(2)
64
Properties=species:S:1:pos:R:3 method="wB97M-V/def2-TZVPD" e_tot_ha=-3697.7572 multiplicity=2 total_charge=-1 homo_ev="-4.26 / -3.95"
Re -0.0057 -0.2723 0.4359
O 3.7543 -0.1967 2.2125
C 2.5578 -0.1327 1.9673
O 2.0129 -0.1652 0.8246
C 1.5690 -0.0123 3.1354
C 1.9928 -0.0047 4.4584
C 1.0423 0.1019 5.4559
C -0.2970 0.2213 5.0997
C -0.6320 0.2098 3.7576
N 0.2819 0.0860 2.8069
H 3.0478 -0.0985 4.6649
H 1.3294 0.0889 6.4965
H -1.0686 0.3004 5.8508
H -1.6574 0.2822 3.4220
N -1.6934 -0.8980 0.5115
C -2.8211 -1.4534 0.8880
C -2.8067 -2.4468 1.9087
C -3.9679 -3.0375 2.3392
C -5.1924 -2.6818 1.7822
C -5.2305 -1.7260 0.7733
C -4.0810 -1.1209 0.3239
H -1.8535 -2.7085 2.3372
H -3.9305 -3.7826 3.1237
H -6.0979 -3.1517 2.1308
H -6.1821 -1.4604 0.3311
H -4.1055 -0.3874 -0.4690
O -0.0026 1.7524 -0.1697
C 0.1990 2.1722 -1.4687
C -1.0485 1.9871 -2.3100
C -2.3186 1.8429 -1.8498
C -3.2817 1.8159 -2.8860
C -2.7273 1.9472 -4.1158
S -1.0111 2.1015 -4.0361
C 1.3789 1.4525 -2.0767
C 1.3876 0.2320 -2.6797
C 2.6947 -0.2310 -2.9567
C 3.6512 0.6461 -2.5662
S 2.9830 2.0544 -1.8408
C 0.4605 3.6553 -1.4191
C 0.8334 4.5195 -2.4011
C 0.9615 5.8424 -1.9205
C 0.6787 5.9415 -0.5960
S 0.2536 4.4240 0.1029
H -2.5362 1.7528 -0.7993
H -4.3398 1.7110 -2.7147
H -3.2086 1.9645 -5.0750
H 0.4928 -0.3225 -2.9123
H 2.8917 -1.1856 -3.4105
H 4.7175 0.5588 -2.6446
H 1.0110 4.2136 -3.4183
H 1.2550 6.6731 -2.5400
H 0.6971 6.8199 0.0192
F 3.7800 -6.0357 2.4897
C 3.1094 -5.1480 1.7304
C 2.1778 -4.2867 2.2985
F 1.9262 -4.3253 3.6189
C 1.4793 -3.4054 1.4956
F 0.5667 -2.5993 2.0880
C 1.6611 -3.3201 0.1062
S 0.7346 -2.3101 -0.9287
C 2.6301 -4.1899 -0.4322
F 2.8801 -4.1684 -1.7507
C 3.3283 -5.0867 0.3546
F 4.2222 -5.9261 -0.1989